Record 1
CH9N3O2 | the ωB97M-V functional and the def2-TZVPD basis

## Properties
- lowest unoccupied orbital energy (hartree) = -0.1551
- energy relative to the best compared isomer or geometry (same formula, charge and spin) (kJ/mol) = 864.3
- HOMO-LUMO gap (eV) = 5.280

XYZ file:
```
15
Properties=species:S:1:pos:R:3:forces:R:3
N 0.3817 0.5402 -0.2527 2.0 6.1 1.6
C -0.6705 1.3413 -0.2088 2.2 2.4 0.4
N -1.7860 0.8849 -0.5340 -2.5 -0.7 -0.4
N 2.5479 1.3148 0.6771 0.6 1.0 -1.6
H -0.5034 2.4015 -0.0687 -0.1 0.3 0.1
H 1.4095 0.8861 -0.0633 0.7 0.4 0.0
H 2.7667 2.3323 0.5222 -0.8 -1.1 0.5
H -1.7451 -0.1255 -0.4429 -0.8 -0.4 -0.2
H 3.1233 1.0263 1.4610 -0.6 -0.2 0.4
H -2.4339 -2.7142 0.6563 0.0 -0.5 0.2
H 0.1673 -0.4958 -0.4154 0.7 -2.1 0.6
O -2.3210 -1.8490 0.2817 1.2 0.5 -1.5
H 0.5333 -2.1997 -0.7026 0.2 -0.1 -0.1
H -1.3683 -1.8499 -0.3110 -2.0 -0.5 1.9
O -0.1016 -1.4934 -0.5989 -0.9 -5.1 -1.8
```
Positions in Å, forces in eV/Å.

How is the electron density shared among the atoms? According to Mulliken, the charges in e are: N -0.327; C -0.050; N -0.410; N -0.627; H 0.355; H 0.389; H 0.199; H 0.392; H 0.173; H 0.260; H 0.610; O -0.798; H 0.241; H 0.373; O -0.779

=====

Record 2
CH9N5S | the ωB97M-V functional and the def2-TZVPD basis

## Properties
- lowest unoccupied orbital energy (hartree) = -0.3209
- total charge = +2
- energy relative to the best compared isomer or geometry (same formula, charge and spin) (kJ/mol) = 156.0
- HOMO-LUMO gap (eV) = 8.693

XYZ file:
```
16
Properties=species:S:1:pos:R:3:forces:R:3
C -0.9674 0.2097 0.2147 -1.2 -0.2 0.0
N 1.9845 0.0657 0.8423 0.6 -0.2 2.2
N -0.6342 -0.8072 -0.5189 3.8 2.3 -1.1
N 1.4729 0.7300 -0.0976 1.9 -1.1 -1.2
N -1.1326 -1.9394 -0.9788 -0.4 -3.4 -2.1
N 2.1128 1.7217 -0.5345 0.1 1.2 -0.9
S -2.7863 0.0571 0.7421 0.1 -0.7 1.7
H 2.6892 0.3809 1.5138 0.3 0.6 -0.6
H 1.6238 -0.8237 1.1552 -1.0 0.0 -0.4
H 0.3502 -0.5050 -0.9712 -2.4 -1.2 1.1
H -1.6989 -2.4687 -0.3544 -0.6 0.0 0.6
H -0.5945 -2.6573 -1.6017 -0.6 2.6 1.5
H -3.1442 1.3148 0.5923 0.0 1.0 -0.7
H 2.9369 2.1649 -0.1223 0.0 -0.4 0.4
H 1.9345 1.9818 -1.5094 -0.6 0.2 0.6
H -2.6340 0.4230 2.0912 0.1 -0.8 -1.0
```
Positions in Å, forces in eV/Å.

How is the electron density shared among the atoms? According to Mulliken, the charges in e are: C 0.002; N -0.216; N 0.416; N 0.534; N -0.829; N -0.626; S -0.091; H 0.290; H 0.262; H 0.469; H 0.254; H 0.320; H 0.323; H 0.283; H 0.284; H 0.326

=====

Record 3
CH9NO3 | the ωB97M-V functional and the def2-TZVPD basis

## Properties
- spin multiplicity = 2
- lowest unoccupied orbital energy (alpha / beta) (hartree) = -0.1421 / -0.3361
- total charge = +1
- energy relative to the best compared isomer or geometry (same formula, charge and spin) (kJ/mol) = 16.2
- HOMO-LUMO gap (alpha / beta) (eV) = 11.159 / 5.868

XYZ file:
```
14
Properties=species:S:1:pos:R:3:forces:R:3
N 1.7077 -0.2538 0.0899 -0.3 0.7 0.6
C 0.8984 -1.0784 -0.7726 -0.4 -0.8 -0.7
O -0.3483 -0.5320 -0.4884 -0.6 0.1 0.2
H 1.8865 0.7301 -0.1585 0.1 -0.5 -0.1
H 1.6064 -0.4258 1.1011 0.3 -0.1 -0.2
H 1.1745 -0.9852 -1.8141 0.3 0.3 -0.2
H 0.9374 -2.1281 -0.5009 0.2 0.0 0.4
H -0.9269 -0.3935 -1.2593 0.4 0.3 -0.1
H -1.3533 -0.3824 1.5145 -0.2 0.0 0.0
H -1.8797 -1.2251 2.6757 0.1 0.0 0.1
O -1.0745 -0.9890 2.2041 0.3 0.0 -0.1
H -0.9463 3.2179 -1.2649 -0.3 0.1 -0.1
H -0.4487 2.0734 -0.4265 -0.2 0.1 0.1
O -1.2331 2.3719 -0.9002 0.5 -0.2 0.0
```
Positions in Å, forces in eV/Å.

How is the electron density shared among the atoms? According to Mulliken, the charges in e are: N -0.097; C -0.243; O -0.313; H 0.313; H 0.339; H 0.370; H 0.297; H 0.335; H 0.299; H 0.318; O -0.617; H 0.330; H 0.263; O -0.594

=====

Record 4
CH9O3S | the ωB97M-V functional and the def2-TZVPD basis

## Properties
- spin multiplicity = 2
- lowest unoccupied orbital energy (alpha / beta) (hartree) = 0.2265 / 0.2237
- total charge = -2
- energy relative to the best compared isomer or geometry (same formula, charge and spin) (kJ/mol) = 43.5
- HOMO-LUMO gap (alpha / beta) (eV) = 2.352 / 6.085

XYZ file:
```
14
Properties=species:S:1:pos:R:3:forces:R:3
C -2.1840 -1.4427 -0.4060 -2.1 0.3 -1.1
S -0.5939 -1.8452 -1.2208 -0.2 0.1 0.1
H -2.3437 -0.2701 -0.5281 0.0 -2.4 0.8
H -2.2218 -1.8004 0.7196 -0.2 0.9 -2.3
H -3.1685 -1.9715 -1.1031 2.5 1.4 2.3
H 0.6108 -0.4235 2.2093 0.2 1.2 -1.2
H 0.8150 -0.1012 0.7085 0.1 -1.3 -2.0
O 0.6710 0.3228 1.5232 -0.7 0.1 3.3
H -0.8523 2.3861 -2.4770 -1.5 1.6 0.5
H -0.2723 1.1128 -2.4658 1.2 0.2 -0.5
O -0.0624 2.0230 -2.8087 0.4 -2.1 0.1
H 2.8025 0.7670 2.6454 0.8 0.1 -1.1
H 3.2893 0.3144 1.2531 -0.4 -0.4 -0.3
O 3.5102 0.9283 1.9502 -0.1 0.4 1.5
```
Positions in Å, forces in eV/Å.

How is the electron density shared among the atoms? According to Mulliken, the charges in e are: C -0.881; S -0.854; H 0.107; H 0.221; H 0.173; H 0.609; H -0.081; O -0.781; H 0.321; H 0.361; O -0.803; H 0.607; H 0.604; O -1.603

=====

Which formula does entry 2 have? CH9N5S

=====

What is the energy relative to the best compared isomer or geometry (same formula, charge and spin) in the first record? 864.3 kJ/mol